Record 1
{"formula": "H2", "method": "ωB97M-V with the def2-TZVPD basis set", "de_lowest_kcal_mol": 89.9, "homo_lumo_gap_ev": 9.83, "largest_force_ev_per_a": 3.9, "energy_ev": -27.6914, "lumo_energy_ev": -1.199, "species": ["H", "H"], "xyz": [[0.000, 0.000, 0.839], [0.000, 0.000, -0.839]], "forces_ev_per_angstrom": [[0.000, 0.000, -3.915], [0.000, 0.000, 3.915]], "lowdin_charge": [0.000, 0.000]}



Record 2
{"formula": "H12O5S", "method": "ωB97M-V with the def2-TZVPD basis set", "de_lowest_kcal_mol": 25.7, "homo_lumo_gap_ev": 9.85, "largest_force_ev_per_a": 1.8, "energy_ev": -21266.9299, "lumo_energy_ev": 0.347, "species": ["S", "H", "H", "H", "H", "O", "H", "H", "O", "H", "H", "O", "H", "H", "O", "H", "H", "O"], "xyz": [[-2.435, 2.858, -0.841], [-1.577, 1.994, -1.372], [-1.648, 3.240, 0.161], [1.677, -3.365, -3.690], [1.977, -1.987, -3.548], [1.481, -2.672, -3.067], [2.168, 3.327, 1.439], [1.590, 3.857, 2.639], [1.814, 2.987, 2.259], [1.494, 0.095, 1.057], [0.829, 1.553, 1.002], [1.045, 0.727, 0.518], [-0.624, -1.952, -1.492], [-1.464, -2.082, -0.322], [-1.457, -1.634, -1.149], [-2.163, -2.620, 1.641], [-1.308, -1.710, 2.549], [-1.399, -2.614, 2.216]], "forces_ev_per_angstrom": [[-0.589, 0.232, -0.148], [0.320, -0.205, 0.090], [0.280, -0.080, 0.092], [-0.314, -1.167, -0.055], [-0.357, 0.409, 0.740], [0.602, 0.783, -0.612], [0.488, -0.472, -0.748], [-0.194, -0.651, 0.490], [-0.301, 1.180, 0.211], [0.358, -0.146, 0.908], [0.553, -1.162, 0.138], [-0.902, 1.264, -0.999], [0.501, 0.077, -0.642], [-0.227, -0.398, 1.291], [-0.125, 0.329, -0.745], [-0.342, 0.129, 0.029], [-0.148, -0.215, -0.217], [0.396, 0.093, 0.174]], "lowdin_charge": [0.482, -0.230, -0.250, 0.024, 0.048, -0.050, 0.038, 0.057, -0.057, 0.018, 0.011, -0.068, 0.015, -0.018, -0.037, 0.023, 0.045, -0.052]}